C4H6N2S2 | ωB97M-V/def2-TZVPD

```
14
Properties=species:S:1:pos:R:3:lowdin_charge:R:1
C 0.534 0.876 0.875 -0.13
C 0.572 0.394 -0.499 -0.44
C -1.560 -0.699 -0.323 -1.10
C 1.292 -0.967 -0.511 -0.25
H 1.532 0.671 1.514 0.14
H -0.408 0.506 1.544 0.13
H 0.206 1.945 0.898 0.08
H 0.862 1.264 -1.043 0.13
H -1.484 1.431 -0.429 0.27
H 2.271 -0.908 -1.192 0.16
N -0.819 0.348 -0.832 -0.10
N 0.920 -2.064 -0.107 -0.32
S -3.241 -0.541 -0.061 0.52
S -0.676 -2.257 0.164 0.91
```

Values from the calculation:
* orbital gap: 8.33 eV
* highest occupied orbital energy: -8.7361 eV
* relative energy (zero: lowest compared OMol25 entry of this formula, charge and spin): 407.1 kJ/mol
* total energy: -1061.76112 hartree
* max |F|: 6.72 eV/Å